[1]
164
Properties=species:S:1:pos:R:3:forces:R:3 method="wB97M-V/def2-TZVPD" homo_ev=-8.5 e_above_lowest_kcal_mol=99.57 energy_ev=-78173.13544 smiles=COC[C@H](C)N.COC[C@H](C)N.COC[C@H](C)N.COC[C@H](C)N.COCCNCCOC.COCCNCCOC.COCCNCCOC.CC(C)O.CC(C)O
C 5.550 4.337 7.524 -0.40 0.20 -0.18
C 5.008 4.632 8.933 2.17 0.41 -0.68
C 4.930 6.112 9.273 -1.32 0.14 0.13
O 3.756 4.024 9.125 -0.03 0.17 0.35
H 6.513 4.807 7.327 -0.02 0.12 0.18
H 4.855 4.648 6.744 -0.11 0.21 -0.02
H 5.697 3.267 7.384 0.00 -0.17 0.15
H 5.823 4.262 9.556 -0.31 -0.75 0.72
H 4.647 6.282 10.311 -0.27 -0.42 0.14
H 4.089 6.463 8.674 0.15 0.68 -0.10
H 5.812 6.747 9.189 0.19 -0.49 -0.72
H 3.739 3.221 8.599 -0.05 -0.11 0.02
C 1.501 -6.024 -3.141 0.56 0.47 -0.70
C 1.170 -6.179 -4.670 0.33 -1.50 2.37
C 0.358 -7.440 -4.870 0.85 -0.53 0.07
O 0.393 -5.118 -5.038 -0.92 2.05 -0.53
H 0.598 -6.023 -2.531 -0.11 -0.04 -0.20
H 2.041 -5.099 -2.941 -0.27 0.36 -0.23
H 2.197 -6.755 -2.730 -0.22 -0.53 -0.39
H 2.072 -6.217 -5.281 0.37 -0.10 0.13
H 0.249 -7.587 -5.944 -0.36 -0.31 -0.02
H -0.599 -7.400 -4.350 -0.03 0.20 -0.16
H 0.923 -8.271 -4.447 -0.08 -0.28 -0.22
H -0.033 -5.352 -5.866 -0.13 0.21 -0.12
C -4.268 -6.791 -0.197 -0.07 -0.10 -0.34
O -5.546 -6.218 -0.497 0.84 -0.03 0.71
C -5.446 -4.883 -1.010 -1.43 -0.86 -1.14
C -6.918 -4.416 -1.318 1.75 -1.47 1.46
N -7.020 -3.006 -1.429 0.83 0.47 -0.74
C -6.412 -2.489 -2.701 -1.88 0.14 1.25
C -7.050 -3.122 -3.967 0.96 1.35 -0.13
O -8.449 -2.986 -3.973 -0.07 0.65 1.50
C -9.151 -3.911 -4.733 0.40 -0.41 -0.54
H -3.677 -6.200 0.503 -0.12 0.31 0.06
H -3.663 -6.960 -1.088 0.03 0.43 -0.42
H -4.332 -7.796 0.219 -0.77 0.13 0.21
H -4.978 -4.993 -1.989 0.73 0.42 -0.03
H -4.918 -4.188 -0.358 0.01 -0.05 0.13
H -7.459 -4.761 -0.436 -0.39 0.04 -0.13
H -7.240 -4.983 -2.192 -0.28 -0.14 -0.09
H -8.004 -2.796 -1.348 0.04 0.59 -0.46
H -5.323 -2.526 -2.669 0.00 -0.76 -0.14
H -6.574 -1.415 -2.608 -0.39 0.12 -0.66
H -6.682 -4.136 -4.122 -0.30 -0.26 0.10
H -6.709 -2.514 -4.805 0.48 -0.13 -0.35
H -9.358 -4.818 -4.165 -0.12 -0.17 0.05
H -8.518 -4.170 -5.583 -0.28 -0.28 -0.42
H -10.081 -3.468 -5.090 0.05 0.01 0.10
C 6.477 0.795 -4.220 0.54 -0.42 0.42
O 6.736 1.704 -3.160 -0.33 0.40 0.21
C 5.899 1.604 -1.989 -0.86 -2.18 -0.61
C 6.601 2.116 -0.759 0.26 0.13 -0.40
N 7.214 3.334 -1.195 0.62 0.99 0.27
C 6.338 4.415 -1.577 -1.12 1.73 1.16
C 5.314 4.847 -0.455 0.50 -0.65 -0.76
O 4.393 5.810 -0.940 -0.23 0.35 0.74
C 3.374 6.127 0.039 0.62 -0.67 -0.63
H 5.451 0.710 -4.576 -0.28 0.36 0.35
H 6.812 -0.190 -3.893 -0.13 -0.31 -0.08
H 7.093 1.064 -5.078 0.04 0.28 0.19
H 5.651 0.553 -1.844 -0.15 -0.32 -0.06
H 4.953 2.108 -2.187 -0.04 0.30 0.08
H 7.440 1.498 -0.439 -0.20 -0.50 -0.14
H 5.957 2.230 0.113 -0.22 0.00 -0.22
H 7.548 3.022 -2.096 1.11 0.41 -0.04
H 5.774 4.268 -2.498 -0.22 -0.27 -0.14
H 7.000 5.262 -1.758 -0.14 0.20 -0.11
H 5.843 5.184 0.436 0.22 0.32 0.06
H 4.753 3.969 -0.136 -0.21 -0.28 0.01
H 2.954 5.200 0.430 -0.32 -0.22 -0.18
H 2.607 6.715 -0.465 0.15 -0.05 0.08
H 3.740 6.639 0.930 0.40 0.39 -0.18
C -1.630 6.243 -15.307 -0.72 -0.12 0.07
O -1.620 4.942 -14.710 2.64 1.28 0.07
C -2.865 4.536 -14.329 -2.10 -2.22 -1.25
C -2.888 3.164 -13.602 0.89 1.54 0.87
N -2.531 3.441 -12.216 -0.77 0.30 -0.38
C -2.437 2.244 -11.425 0.51 1.51 1.40
C -1.665 2.547 -10.098 -0.34 -1.43 -1.18
O -0.331 2.961 -10.345 -0.47 0.47 0.86
C 0.314 3.358 -9.143 0.77 -0.01 0.15
H -0.692 6.630 -15.705 0.47 -0.83 0.50
H -1.994 6.971 -14.582 -0.13 0.13 0.05
H -2.291 6.248 -16.174 -0.40 -0.06 -0.05
H -3.385 4.340 -15.267 -0.73 0.16 -0.30
H -3.464 5.264 -13.782 0.24 0.21 0.36
H -2.156 2.453 -13.984 0.11 -0.01 -0.76
H -3.864 2.682 -13.651 -0.20 0.28 -0.09
H -1.728 4.053 -12.218 0.38 -0.42 0.33
H -2.076 1.412 -12.029 0.48 -0.36 0.31
H -3.446 2.020 -11.077 -0.19 -0.42 -0.08
H -1.668 1.605 -9.550 0.24 -0.25 0.28
H -2.253 3.226 -9.481 0.16 0.58 -0.19
H 1.369 3.529 -9.359 -0.06 -0.06 -0.24
H 0.288 2.626 -8.335 -0.20 -0.64 -0.21
H -0.038 4.263 -8.648 -0.58 0.37 -0.54
C -6.697 9.183 -3.672 -0.68 0.72 0.72
C -5.169 9.013 -3.629 -2.19 0.35 -0.73
C -4.834 7.741 -2.896 0.58 -0.53 0.42
O -5.378 7.786 -1.590 -0.24 -0.57 0.48
C -5.392 6.514 -0.900 0.05 0.91 -0.76
N -4.752 8.961 -5.024 1.19 -0.70 -0.66
H -7.214 9.496 -2.765 0.44 -0.13 0.48
H -7.220 8.273 -3.966 0.21 -0.09 -0.39
H -6.921 10.003 -4.355 -0.09 -0.18 -0.34
H -4.748 9.901 -3.156 0.30 -0.19 0.10
H -3.758 7.571 -2.882 0.37 0.17 0.23
H -5.221 6.856 -3.402 -0.43 -0.02 -0.46
H -5.900 6.665 0.052 0.41 0.14 0.03
H -4.370 6.145 -0.808 0.07 -0.04 0.38
H -5.966 5.751 -1.426 -0.12 0.04 -0.41
H -5.160 9.656 -5.632 0.03 0.77 0.60
H -5.121 8.139 -5.481 0.11 -0.66 0.31
C 1.823 -3.065 3.903 -0.34 0.83 -0.15
C 2.178 -1.556 4.097 1.05 -1.33 -1.19
C 1.405 -0.593 3.139 -0.41 -1.07 0.49
O 1.410 -1.114 1.841 2.97 -2.25 1.75
C 0.659 -0.537 0.911 -1.37 1.39 -1.31
N 1.970 -1.211 5.501 -0.73 0.69 -0.81
H 2.381 -3.674 4.614 0.15 0.13 0.05
H 2.022 -3.451 2.903 -0.17 0.16 -0.02
H 0.769 -3.169 4.162 -0.23 -0.31 -0.22
H 3.225 -1.521 3.796 0.27 0.52 0.31
H 1.797 0.423 3.148 0.05 0.12 0.27
H 0.352 -0.622 3.421 -0.35 0.51 0.58
H 0.672 -1.186 0.035 -0.33 0.12 -0.04
H 1.028 0.447 0.623 0.19 0.37 -0.24
H -0.342 -0.367 1.307 -0.62 -0.12 -0.32
H 0.982 -1.422 5.520 -0.61 0.39 0.99
H 2.356 -1.904 6.126 0.45 -0.15 -0.14
C -3.883 -4.531 7.835 -0.24 -1.97 -1.23
C -3.496 -3.581 8.899 -0.14 0.54 0.05
C -2.514 -4.212 9.828 0.55 -1.11 0.89
O -2.972 -5.484 10.283 -1.17 0.93 -0.76
C -2.313 -6.040 11.365 0.28 -0.55 -0.16
N -2.825 -2.437 8.321 0.16 0.47 -0.46
H -3.100 -5.267 7.651 0.21 -0.13 0.25
H -4.055 -4.181 6.817 -0.33 0.80 0.22
H -4.753 -5.109 8.144 -0.01 -0.01 -0.10
H -4.399 -3.327 9.453 -0.13 0.25 0.24
H -2.347 -3.534 10.664 0.18 0.03 0.34
H -1.573 -4.375 9.303 0.22 0.24 -0.14
H -2.260 -5.355 12.211 0.05 -0.03 0.21
H -1.322 -6.378 11.063 0.46 0.17 0.18
H -2.861 -6.951 11.606 -0.09 0.15 0.34
H -3.319 -2.152 7.488 0.03 0.21 0.00
H -2.764 -1.643 8.942 -0.04 0.02 0.10
C 6.536 -6.626 8.962 -0.37 0.13 -0.20
C 7.229 -5.312 9.276 0.98 0.00 1.38
C 6.876 -4.654 10.659 0.00 -0.32 -1.51
O 5.573 -4.178 10.533 -1.57 0.77 1.26
C 5.058 -3.641 11.765 0.24 -0.68 0.45
N 8.685 -5.588 9.235 -0.35 0.45 -0.51
H 5.448 -6.600 9.030 0.00 0.23 0.26
H 6.909 -7.429 9.598 0.02 -0.03 0.06
H 6.757 -6.871 7.923 0.17 -0.15 0.06
H 6.993 -4.586 8.497 0.06 0.07 0.03
H 7.525 -3.807 10.882 0.47 0.11 -0.19
H 7.015 -5.366 11.472 -0.24 -0.36 0.19
H 5.083 -4.390 12.557 0.06 -0.52 -0.02
H 4.015 -3.328 11.739 0.12 0.00 -0.84
H 5.639 -2.832 12.208 0.34 0.39 -0.57
H 9.187 -4.718 9.333 0.20 0.07 0.00
H 8.974 -6.182 9.999 -0.12 -0.15 0.14

[2]
8
Properties=species:S:1:pos:R:3:forces:R:3 method="wB97M-V/def2-TZVPD" homo_ev=-9.0 e_above_lowest_kcal_mol=105.60 energy_ev=-8061.55262
C 1.332 0.275 0.993 0.20 -0.09 -0.50
N 1.323 0.061 -0.194 -0.02 -0.06 0.27
N 1.050 -0.290 -1.353 0.39 0.16 0.45
N -0.367 -0.035 -1.570 -0.35 0.04 0.31
C -1.049 -0.200 -0.553 -0.04 0.14 -0.11
N -1.630 -0.219 0.522 -0.34 0.31 -0.91
H 1.483 1.246 1.451 0.15 -0.08 -0.06
H -2.283 -0.985 0.598 0.03 -0.43 0.55

[3]
8
Properties=species:S:1:pos:R:3:forces:R:3 method="wB97M-V/def2-TZVPD" homo_ev=-9.0 e_above_lowest_kcal_mol=22.14 energy_ev=-16494.23805 smiles="N=C=O.C=S"
C -2.243 0.237 -0.007 0.03 -0.05 0.25
C 1.870 -0.410 -0.108 -0.15 -0.52 0.06
N -1.310 0.781 0.498 0.80 0.41 0.59
O -3.170 -0.380 -0.312 -0.84 -0.47 -0.57
S 1.511 -1.965 0.056 0.10 0.32 -0.06
H 2.326 -0.019 -1.010 0.06 0.07 -0.07
H 1.657 0.301 0.683 0.03 0.10 0.07
H -0.642 1.455 0.199 -0.03 0.14 -0.27

[4]
138
Properties=species:S:1:pos:R:3:forces:R:3 method="wB97M-V/def2-TZVPD" homo_ev=-2.1 e_above_lowest_kcal_mol=0.00 charge=-2 energy_ev=-193900.91775
Rb -0.139 -1.188 -0.331 0.08 -0.38 -0.10
S -2.360 -2.458 1.928 0.00 0.14 -0.11
P -2.943 -0.548 1.596 0.10 -0.22 0.10
C -2.828 0.004 0.039 -0.46 0.34 0.14
P -2.778 1.488 -0.687 0.34 0.08 -0.06
S -1.994 1.498 -2.560 -0.06 -0.20 0.10
C -4.412 2.366 -0.798 -0.05 -0.06 -0.01
C -4.941 2.827 -1.999 0.02 0.03 0.03
C -6.191 3.436 -2.042 -0.02 0.00 0.00
C -6.927 3.605 -0.878 -0.01 0.00 0.00
C -6.404 3.162 0.331 0.01 0.00 0.01
C -5.162 2.548 0.363 -0.07 -0.10 0.00
C -1.803 2.794 0.201 0.02 0.03 -0.06
C -2.286 4.059 0.526 -0.07 0.04 0.04
C -1.482 4.987 1.180 0.04 0.00 -0.01
C -0.175 4.669 1.516 -0.03 -0.02 -0.01
C 0.326 3.417 1.181 -0.01 0.02 0.04
C -0.481 2.500 0.534 0.00 -0.03 -0.02
C -2.022 0.497 2.813 -0.10 0.03 0.04
C -0.762 0.108 3.254 -0.02 0.00 0.00
C -0.009 0.924 4.089 -0.02 0.00 -0.05
C -0.510 2.153 4.492 0.02 0.00 0.01
C -1.768 2.555 4.061 0.01 0.01 0.01
C -2.516 1.732 3.233 -0.04 0.01 -0.02
C -4.641 -0.539 2.319 -0.04 0.02 0.06
C -5.738 -0.523 1.469 0.01 0.09 -0.11
C -7.033 -0.597 1.970 0.08 -0.01 0.00
C -7.240 -0.678 3.339 0.01 -0.01 0.05
C -6.145 -0.694 4.200 -0.06 -0.01 -0.01
C -4.858 -0.636 3.693 0.00 0.03 -0.06
H -4.349 2.705 -2.897 0.03 -0.01 -0.04
H -6.587 3.782 -2.990 0.00 0.00 0.00
H -7.901 4.080 -0.911 0.00 0.00 0.00
H -6.967 3.281 1.249 -0.01 0.01 0.00
H -4.773 2.189 1.307 0.00 -0.05 -0.01
H -3.300 4.341 0.268 0.06 -0.03 0.00
H -1.885 5.963 1.425 0.00 0.01 0.00
H 0.453 5.390 2.026 0.00 0.02 0.01
H 1.352 3.155 1.409 -0.04 0.00 0.00
H -0.056 1.544 0.258 -0.01 -0.04 0.00
H -0.387 -0.865 2.965 0.02 -0.04 0.00
H 0.964 0.585 4.426 0.04 0.00 0.01
H 0.077 2.797 5.138 0.00 0.01 0.00
H -2.165 3.519 4.360 0.00 0.00 0.00
H -3.497 2.064 2.910 0.05 -0.03 0.02
H -5.552 -0.433 0.402 -0.01 0.02 0.04
H -7.877 -0.577 1.291 -0.04 0.00 -0.02
H -8.246 -0.729 3.738 -0.01 0.00 0.01
H -6.300 -0.760 5.271 -0.01 0.00 0.01
H -4.006 -0.676 4.363 0.01 0.01 0.00
C -5.025 -0.576 -2.889 0.02 0.05 0.07
C -4.604 -1.848 -2.247 0.20 0.07 -0.07
C -5.373 -2.598 -1.409 -0.08 0.03 0.10
C -4.780 -3.720 -0.806 0.21 0.02 -0.21
N -3.586 -4.164 -1.149 -0.15 0.00 0.13
C -2.841 -3.468 -2.031 -0.08 -0.25 -0.10
S -1.351 -4.018 -2.589 0.01 0.28 0.01
N -3.358 -2.288 -2.517 0.02 -0.01 0.07
C -5.475 -4.441 0.301 0.12 -0.01 0.08
H -6.024 -0.293 -2.567 -0.02 0.00 0.02
H -5.010 -0.677 -3.977 0.02 0.03 0.00
H -4.311 0.208 -2.612 -0.06 -0.09 -0.13
H -6.373 -2.282 -1.152 -0.01 0.02 0.02
H -2.728 -1.698 -3.052 -0.04 0.04 0.05
H -6.508 -4.115 0.425 0.03 -0.01 -0.02
H -4.911 -4.207 1.210 -0.06 -0.02 0.03
H -5.424 -5.517 0.139 -0.01 -0.01 0.02
C 6.353 -2.053 -4.354 0.00 -0.01 0.00
C 6.185 -0.742 -3.937 0.00 0.01 0.00
C 4.940 -0.293 -3.512 -0.05 0.03 -0.06
C 3.847 -1.152 -3.495 0.02 -0.05 0.04
C 4.026 -2.468 -3.918 0.00 -0.02 0.03
C 5.265 -2.916 -4.349 -0.01 0.00 0.00
As 2.039 -0.700 -2.875 -0.03 0.08 -0.13
C 1.289 -0.396 -4.668 0.08 0.06 -0.02
C 1.834 0.479 -5.605 0.02 0.02 0.01
C 1.258 0.621 -6.857 0.00 0.01 0.00
C 0.129 -0.120 -7.192 0.00 0.00 0.00
C -0.412 -1.001 -6.271 0.01 -0.01 0.03
C 0.165 -1.137 -5.013 -0.05 -0.03 -0.04
C 2.308 1.149 -2.299 0.10 -0.02 0.06
C 3.221 1.395 -1.272 0.00 -0.08 -0.01
C 3.380 2.674 -0.758 0.07 0.01 -0.01
C 2.601 3.717 -1.244 0.00 -0.01 -0.05
C 1.663 3.472 -2.236 0.03 -0.01 0.02
C 1.518 2.195 -2.765 -0.01 0.02 0.00
H 7.326 -2.404 -4.674 0.01 0.00 0.00
H 7.027 -0.061 -3.933 0.01 0.00 0.00
H 4.827 0.733 -3.187 -0.02 0.03 0.04
H 3.187 -3.155 -3.895 0.01 0.01 0.01
H 5.384 -3.945 -4.667 0.00 -0.01 0.00
H 2.713 1.059 -5.347 0.00 0.00 0.00
H 1.686 1.313 -7.574 0.00 0.00 -0.01
H -0.323 -0.006 -8.170 -0.01 0.00 -0.01
H -1.287 -1.589 -6.521 -0.01 0.01 -0.01
H -0.263 -1.841 -4.305 0.01 0.02 0.04
H 3.777 0.569 -0.841 -0.06 0.10 -0.13
H 4.087 2.840 0.048 -0.04 0.00 -0.10
H 2.698 4.709 -0.821 -0.01 0.02 0.00
H 1.008 4.263 -2.580 -0.01 0.03 0.00
H 0.755 2.019 -3.510 -0.01 -0.01 -0.02
C 6.030 -2.680 2.087 -0.01 -0.01 0.00
C 5.027 -2.534 0.942 -0.01 0.03 -0.01
C 5.741 -2.117 -0.347 -0.01 -0.01 0.00
C 4.371 -3.898 0.689 -0.01 0.01 0.00
Si 3.594 -1.315 1.319 0.08 -0.06 0.09
O 2.553 -1.217 0.145 -0.01 -0.01 -0.05
C 2.796 -1.921 2.941 0.02 -0.01 0.01
C 1.639 -2.700 2.879 -0.01 0.03 0.01
C 0.989 -3.143 4.025 0.00 0.02 -0.03
C 1.503 -2.825 5.274 0.00 0.00 0.02
C 2.662 -2.064 5.367 -0.01 0.00 0.00
C 3.292 -1.617 4.213 0.01 0.00 -0.02
C 4.290 0.401 1.827 -0.02 0.00 0.07
C 3.343 1.294 2.344 0.05 0.04 0.03
C 3.681 2.572 2.761 0.02 -0.03 0.05
C 4.995 3.012 2.652 -0.02 0.02 0.03
C 5.952 2.160 2.124 0.01 0.01 0.00
C 5.599 0.874 1.724 0.00 -0.02 -0.03
H 6.792 -3.430 1.834 0.01 -0.01 -0.02
H 5.536 -3.009 3.004 0.00 0.00 0.02
H 6.548 -1.746 2.309 0.01 0.03 0.01
H 6.487 -2.871 -0.633 0.01 -0.01 0.00
H 6.263 -1.162 -0.253 0.00 0.02 0.00
H 5.030 -2.022 -1.170 0.02 -0.01 0.01
H 5.130 -4.636 0.397 0.01 -0.01 -0.01
H 3.632 -3.829 -0.112 -0.01 -0.01 -0.01
H 3.865 -4.272 1.582 -0.01 -0.01 0.02
H 1.217 -2.947 1.911 -0.01 0.01 -0.03
H 0.064 -3.698 3.931 -0.02 -0.02 0.01
H 0.991 -3.152 6.171 0.00 0.00 0.01
H 3.062 -1.802 6.340 0.01 0.00 0.01
H 4.180 -0.999 4.304 0.02 0.01 0.00
H 2.308 0.980 2.417 -0.08 -0.03 0.02
H 2.915 3.226 3.164 0.00 0.01 0.01
H 5.266 4.012 2.971 0.00 0.01 0.00
H 6.979 2.493 2.022 0.01 0.00 0.00
H 6.375 0.234 1.321 0.01 -0.02 -0.01